1.
Here is 2 unconnected molecules or ions with the total composition C4H4BrN from OMol25. Energies are from ωB97M-V/def2-TZVPD.

Cartesian coordinates (Å):
1 C 0.088 1.222 -2.058
2 C -0.141 -1.630 -0.176
3 C -0.003 -0.871 0.785
4 C -0.084 0.290 1.529
5 N -0.388 1.655 -1.118
6 Br 0.155 -3.157 -1.316
7 H 0.640 0.778 -2.872
8 H -0.204 0.074 2.615
9 H 0.945 0.797 1.277
10 H -1.009 0.841 1.334

Results
LUMO energy in eV: 0.40
Energy relative to the best compared isomer or geometry (same formula, charge and spin) in kcal per mole: 62.7

These are the Mulliken partial charges, in e, on atoms 1 to 2: number 1, C, carries 0.09; number 2, C, carries -0.39



2.
Here is 2 unconnected molecules or ions with the total composition C4H4BrN from OMol25. Energies are from ωB97M-V/def2-TZVPD.

Cartesian coordinates (Å):
1 C 0.259 2.497 -0.853
2 C -0.380 -0.956 -0.519
3 C -0.618 -0.934 0.980
4 C 0.621 -1.305 0.232
5 N -0.771 2.960 -0.995
6 Br 2.381 -1.843 0.417
7 H 1.214 2.060 -0.722
8 H -0.815 -0.784 -1.471
9 H -0.673 0.017 1.496
10 H -1.219 -1.713 1.435

Results
LUMO energy in eV: 0.66
Energy relative to the best compared isomer or geometry (same formula, charge and spin) in kcal per mole: 59.8

These are the Mulliken partial charges, in e, on atoms 1 to 2: number 1, C, carries 0.06; number 2, C, carries -0.12



3.
Here is 2 unconnected molecules or ions with the total composition C4H4BrNO from OMol25. Energies are from ωB97M-V/def2-TZVPD.

Cartesian coordinates (Å):
1 C 1.294 -1.095 -1.111
2 C 1.632 -0.091 -0.552
3 C -1.243 -0.172 0.227
4 C -0.572 1.150 0.167
5 N -1.393 -1.174 0.776
6 O -1.833 -2.179 1.234
7 Br 2.456 1.112 0.591
8 H 0.897 -1.851 -1.686
9 H -0.103 1.302 1.142
10 H 0.243 1.225 -0.589
11 H -1.377 1.774 -0.199

Results
LUMO energy in eV: 0.24
Energy relative to the best compared isomer or geometry (same formula, charge and spin) in kcal per mole: 135.2

These are the Mulliken partial charges, in e, on atoms 1 to 2: number 1, C, carries 0.15; number 2, C, carries -0.59



4.
Here is a single C4H4BrNO molecule from OMol25. Energies are from ωB97M-V/def2-TZVPD.

Cartesian coordinates (Å):
1 C -0.245 -1.122 -0.608
2 C -2.038 -0.027 -0.171
3 C 0.075 0.032 0.092
4 C 1.424 0.629 0.493
5 N -1.570 -1.154 -0.703
6 O -1.028 0.763 0.330
7 Br 2.902 0.251 -0.656
8 H 0.429 -1.871 -0.738
9 H -3.055 0.283 -0.009
10 H 1.838 0.516 1.632
11 H 1.270 1.699 0.337

Results
LUMO energy in eV: 0.76
Energy relative to the best compared isomer or geometry (same formula, charge and spin) in kcal per mole: 19.6

These are the Mulliken partial charges, in e, on atoms 1 to 2: number 1, C, carries -0.28; number 2, C, carries -0.08



5.
Here is 2 unconnected molecules or ions with the total composition C4H4BrOP from OMol25. Energies are from ωB97M-V/def2-TZVPD.

Cartesian coordinates (Å):
1 C -0.376 0.753 -0.409
2 C 0.310 -0.014 0.551
3 C -0.066 0.128 -1.619
4 C 0.937 -1.055 -0.083
5 O 0.733 -0.943 -1.389
6 P 2.121 -2.210 0.465
7 Br 4.238 0.430 -0.178
8 H -0.924 1.642 -0.112
9 H 0.259 -0.034 1.725
10 H -0.450 0.153 -2.603
11 H 1.825 -2.313 1.781

Results
LUMO energy (spin up / spin down) in eV: -2.10 / -2.86
Energy relative to the best compared isomer or geometry (same formula, charge and spin) in kcal per mole: 48.0

These are the Mulliken partial charges, in e, on atoms 1 to 2: number 1, C, carries -0.44; number 2, C, carries 0.10



6.
Here is 4 unconnected molecules or ions with the total composition C4H4Cl12 from OMol25. Energies are from ωB97M-V/def2-TZVPD.

Cartesian coordinates (Å):
1 C -16.582 22.423 24.544
2 Cl -15.897 23.366 25.863
3 Cl -15.500 22.426 23.163
4 Cl -18.181 23.029 24.110
5 H -16.724 21.405 24.878
6 C -16.979 16.912 27.430
7 Cl -18.408 17.259 28.399
8 Cl -17.066 15.272 26.775
9 Cl -15.511 17.118 28.369
10 H -16.966 17.592 26.589
11 C -20.204 20.535 26.356
12 Cl -21.305 19.329 27.025
13 Cl -18.784 19.773 25.625
14 Cl -19.717 21.708 27.560
15 H -20.749 21.023 25.559
16 C -21.834 15.748 27.535
17 Cl -23.377 15.141 26.942
18 Cl -20.708 16.030 26.211
19 Cl -21.133 14.675 28.724
20 H -22.041 16.710 27.986

Results
LUMO energy in eV: 0.20
Energy relative to the best compared isomer or geometry (same formula, charge and spin) in kcal per mole: 3.7

These are the Mulliken partial charges, in e, on atoms 1 to 2: number 1, C, carries 0.39; number 2, Cl, carries -0.12